[1]
The following is a quantum chemistry calculation of C39H42AsEuN7 as an isolated structure at a distorted geometry, from the OMol25 dataset.

2S+1 = 7
Frontier orbital gap (spin up / spin down) = 7.437 / 2.633 eV
LUMO energy (spin up / spin down) = -6.98 / -10.60 eV
E_HOMO (spin up / spin down) = -14.422 / -13.229 eV
Total charge = +3

Structure (XYZ):
```
90
Properties=species:S:1:pos:R:3:lowdin_spin:R:1
Eu 11.26 13.16 12.77 5.01
C 13.66 15.74 11.91 0.00
C 13.37 16.02 13.37 0.00
C 11.88 16.04 13.61 0.00
C 11.01 17.00 13.08 0.00
C 9.65 16.98 13.50 0.00
C 9.21 15.98 14.41 0.00
C 10.10 14.91 14.72 0.00
N 11.40 14.97 14.34 0.00
N 13.43 14.36 11.40 0.00
C 13.03 14.48 9.97 0.00
C 12.40 13.20 9.45 0.00
C 12.83 12.63 8.20 0.00
C 12.16 11.55 7.69 0.00
C 11.06 11.03 8.43 0.00
C 10.81 11.51 9.67 0.00
N 11.48 12.61 10.17 -0.01
C 14.51 13.43 11.72 0.00
C 14.54 12.68 13.08 0.00
C 15.77 12.69 13.73 0.00
C 15.87 11.97 14.95 0.00
C 14.73 11.29 15.47 0.00
C 13.56 11.41 14.74 0.00
N 13.44 12.07 13.57 -0.01
H 14.70 16.09 11.68 0.00
H 13.04 16.49 11.38 0.00
H 13.81 17.01 13.69 0.00
H 13.89 15.21 13.98 0.00
H 11.42 17.67 12.30 0.00
H 8.96 17.74 13.18 0.00
H 8.21 16.07 14.88 0.00
H 9.84 14.17 15.42 0.00
H 13.87 14.68 9.32 0.00
H 12.38 15.31 9.77 0.00
H 13.69 13.02 7.68 0.00
H 12.46 11.08 6.72 0.00
H 10.41 10.22 8.10 0.00
H 10.11 10.93 10.37 0.00
H 15.50 13.92 11.56 0.00
H 14.39 12.61 10.98 0.00
H 16.72 13.11 13.28 0.00
H 16.80 11.77 15.43 0.00
H 14.77 10.57 16.28 0.00
H 12.70 10.77 14.96 0.00
C 7.94 10.70 14.54 0.00
C 8.48 11.32 13.40 0.00
N 9.77 11.25 13.16 -0.01
C 10.54 10.21 13.69 0.00
C 10.03 9.34 14.62 0.00
C 8.66 9.65 15.05 0.00
C 10.77 8.31 15.36 0.00
C 11.80 7.46 14.93 0.00
C 12.14 7.00 13.63 0.00
C 12.81 5.75 13.44 0.00
C 12.83 5.28 12.16 0.00
N 12.23 5.82 11.08 0.00
C 11.76 7.06 11.37 0.00
N 11.77 7.68 12.51 0.00
H 6.96 10.99 14.91 0.00
H 7.88 11.84 12.68 0.00
H 11.43 10.06 13.14 0.00
H 8.20 8.89 15.73 0.00
H 10.30 8.10 16.38 0.00
H 12.37 6.96 15.69 0.00
H 13.24 5.12 14.18 0.00
H 13.40 4.36 11.92 0.00
H 11.26 7.54 10.51 0.00
C 5.58 14.04 9.05 0.01
As 5.99 15.91 9.30 0.06
C 4.63 16.10 10.72 0.01
C 4.72 16.67 7.90 0.09
C 5.44 17.77 7.27 0.22
C 5.66 18.98 7.97 0.10
C 6.13 20.10 7.33 0.04
C 6.58 20.02 5.99 0.28
C 6.46 18.77 5.34 0.04
C 5.80 17.71 5.88 0.10
H 4.53 13.78 9.09 0.00
H 6.20 13.45 9.84 0.00
H 5.89 13.74 8.01 0.00
H 3.69 15.75 10.27 0.00
H 4.55 17.17 10.95 0.00
H 4.96 15.43 11.53 0.00
H 3.71 16.83 8.29 0.02
H 4.65 15.82 7.19 0.00
H 5.33 19.05 9.01 0.00
H 6.31 21.01 7.89 0.00
H 6.84 20.96 5.50 0.01
H 6.83 18.59 4.34 0.00
H 5.52 16.84 5.23 0.00
```

***

[2]
The following is a quantum chemistry calculation of C11H10Co2NO6 as an isolated structure at a distorted geometry, from the OMol25 dataset.

Frontier orbital gap = 5.999 eV
Relative energy (zero: lowest compared OMol25 entry of this formula, charge and spin) = 0.0 kcal per mole
LUMO energy = 2.37 eV
E_HOMO = -3.625 eV
Total charge = -1

Structure (XYZ):
```
30
Properties=species:S:1:pos:R:3:lowdin_charge:R:1
C 2.11 3.68 -2.37 -0.15
N 1.15 2.59 -2.48 -0.20
C -0.25 3.00 -2.57 -0.16
H 3.13 3.29 -2.26 0.07
H 2.08 4.31 -3.26 0.06
H 1.89 4.30 -1.51 0.07
H 1.38 2.00 -3.29 0.10
H -0.90 2.13 -2.62 0.07
H -0.53 3.59 -1.70 0.08
H -0.41 3.61 -3.46 0.06
O -1.52 -3.49 -2.26 0.07
C -1.56 -3.24 -1.15 -0.18
Co -1.57 -2.80 0.62 -0.05
C -3.03 -1.87 1.12 -0.16
O -3.95 -1.29 1.44 0.10
C -1.58 -4.23 1.77 -0.15
O -1.59 -5.12 2.48 0.10
C 0.29 -2.24 1.16 -0.23
C -0.38 -1.06 0.63 -0.37
C 0.17 -0.48 -0.59 0.09
Co 0.35 -0.81 2.58 -0.05
C -0.89 0.48 2.92 -0.18
O -1.67 1.28 3.13 0.08
C 2.00 -0.14 2.32 -0.19
O 3.04 0.28 2.11 0.07
C 0.21 -2.02 3.94 -0.18
O 0.10 -2.78 4.77 0.08
H 1.21 -2.48 0.63 0.05
H 0.18 0.59 -0.73 0.03
H 0.54 -1.09 -1.39 0.05
```

***

[3]
The following is a quantum chemistry calculation of a 2-piece molecular cluster, C5H9NS overall at a distorted geometry, from the OMol25 dataset.

Frontier orbital gap = 8.988 eV
Relative energy (zero: lowest compared OMol25 entry of this formula, charge and spin) = 92.0 kcal per mole
LUMO energy = -1.01 eV
E_HOMO = -10.002 eV

Structure (XYZ):
```
16
Properties=species:S:1:pos:R:3:lowdin_charge:R:1
C 1.92 -0.93 0.71 -0.19
C 0.00 1.62 0.35 -0.07
C -1.14 -0.58 0.60 -0.07
C 0.58 -0.27 -1.07 -0.55
C -0.52 0.37 -0.39 -0.50
N 2.44 -1.05 1.73 -0.03
S 0.47 -1.63 -2.14 0.83
H 0.88 1.39 0.95 0.07
H -0.73 1.94 1.06 0.07
H 0.22 2.38 -0.36 0.07
H -1.26 0.08 1.37 0.06
H -0.41 -1.33 0.71 0.03
H -2.04 -0.93 0.30 0.06
H 1.29 0.32 -1.61 0.06
H -1.34 0.88 -1.02 0.19
H -0.39 -2.27 -1.19 -0.04
```

***

[4]
The following is a quantum chemistry calculation of C9H20CdN2O4Se2 as an isolated structure, from the OMol25 dataset.

Frontier orbital gap (spin up / spin down) = 5.029 / 4.726 eV
Relative energy (zero: lowest compared OMol25 entry of this formula, charge and spin) = 9.5 kcal per mole
LUMO energy (spin up / spin down) = 5.02 / 5.13 eV
E_HOMO (spin up / spin down) = -0.010 / 0.405 eV
Total charge = -2

Structure (XYZ):
```
38
Properties=species:S:1:pos:R:3:lowdin_charge:R:1
Cd 0.40 -0.95 1.50 0.81
O -4.01 0.94 2.04 -0.14
C -4.60 0.05 1.12 -0.28
C -3.65 -0.57 0.07 -0.59
C -4.62 -1.05 -1.04 -0.29
O -4.11 -2.01 -1.94 -0.15
C -2.69 0.51 -0.46 -0.57
Se -1.75 0.13 -2.17 0.45
C -2.91 -1.80 0.62 -0.59
Se -2.09 -1.63 2.42 0.21
H -3.27 0.45 2.44 -0.04
H -5.37 0.62 0.60 0.11
H -5.10 -0.78 1.65 0.11
H -4.97 -0.16 -1.58 0.11
H -5.49 -1.51 -0.57 0.11
H -3.29 -1.60 -2.30 -0.06
H -1.94 0.72 0.31 0.01
H -3.26 1.43 -0.59 0.05
H -2.13 -2.07 -0.09 0.03
H -3.60 -2.64 0.68 0.04
N 0.94 1.51 -1.37 0.11
C 1.39 2.75 -1.07 -0.69
N 0.94 3.73 -1.97 0.11
O 2.16 3.05 -0.17 -0.02
H 0.16 1.43 -2.01 -0.09
H 0.81 0.81 -0.65 -0.01
H 0.00 3.57 -2.33 0.07
H 1.05 4.65 -1.57 0.07
C 3.32 -2.70 1.92 -0.20
O 3.12 -2.37 0.57 -0.30
C 1.79 -2.34 0.22 -0.41
C 1.75 -1.95 -1.24 -0.23
H 2.81 -3.63 2.18 0.07
H 2.93 -1.90 2.56 0.02
H 4.40 -2.81 2.08 0.07
H 2.04 -2.83 -1.84 0.05
H 2.44 -1.14 -1.50 0.05
H 0.74 -1.66 -1.54 0.00
```

***

[5]
The following is a quantum chemistry calculation of C32H53NP2W as an isolated structure at a distorted geometry, from the OMol25 dataset.

2S+1 = 3
Frontier orbital gap (spin up / spin down) = 4.361 / 4.800 eV
Relative energy (zero: lowest compared OMol25 entry of this formula, charge and spin) = 21.8 kcal per mole
LUMO energy (spin up / spin down) = -8.74 / -8.31 eV
E_HOMO (spin up / spin down) = -13.103 / -13.110 eV
Total charge = +2

Structure (XYZ):
```
89
Properties=species:S:1:pos:R:3:lowdin_spin:R:1
W -1.20 0.91 -0.47 1.45
C -1.68 2.67 -1.69 0.03
C -2.20 1.47 -2.32 0.05
C -3.24 1.71 -0.24 0.02
C -2.30 2.82 -0.41 0.02
C -3.18 0.91 -1.42 0.01
C -0.72 3.64 -2.32 0.01
H -0.09 3.14 -3.07 0.00
H -0.07 4.10 -1.58 0.00
H -1.27 4.44 -2.84 0.00
C -2.08 3.92 0.58 0.01
H -1.17 4.48 0.36 0.00
H -1.97 3.50 1.59 0.00
H -2.92 4.62 0.58 0.00
C -4.12 1.52 0.95 0.01
H -5.04 2.11 0.86 0.00
H -3.60 1.84 1.87 0.00
H -4.40 0.47 1.07 0.00
C -4.06 -0.27 -1.72 0.01
H -5.02 0.06 -2.14 0.00
H -4.27 -0.85 -0.82 0.00
H -3.59 -0.94 -2.45 0.00
C -1.93 1.03 -3.72 0.02
H -2.68 1.44 -4.42 0.00
H -1.97 -0.06 -3.81 0.00
H -0.94 1.36 -4.06 0.00
C 5.45 -1.96 -1.15 0.00
C 5.24 -1.53 -2.40 0.00
C 5.09 -2.30 -3.68 0.00
C 4.79 -3.81 -3.57 0.00
C 3.50 -4.10 -2.84 0.00
C 3.29 -4.20 -1.52 0.00
C 4.26 -4.07 -0.37 0.00
C 5.61 -3.38 -0.65 0.00
H 6.01 -2.17 -4.29 0.00
H 5.63 -4.33 -3.12 0.00
H 4.29 -1.82 -4.27 0.00
H 6.20 -3.98 -1.34 0.00
H 5.50 -1.19 -0.37 0.00
H 5.15 -0.45 -2.53 0.00
H 6.17 -3.35 0.29 0.00
H 3.75 -3.52 0.43 0.00
H 2.27 -4.41 -1.20 0.00
H 4.45 -5.07 0.05 0.00
H 4.70 -4.20 -4.59 0.00
H 2.62 -4.21 -3.48 0.00
P 1.06 0.70 -0.70 0.11
C 2.26 1.69 0.28 0.03
C 1.87 0.66 -2.35 0.02
P -0.64 -1.30 -0.39 0.06
C 1.17 -1.05 -0.08 0.06
C -0.72 -2.38 -1.88 0.01
C -1.26 -2.44 0.91 0.00
H 1.81 1.87 1.26 0.00
H 2.42 2.65 -0.22 0.00
H 3.22 1.18 0.38 0.00
H 2.81 0.09 -2.32 0.00
H 2.08 1.68 -2.67 0.00
H 1.19 0.20 -3.08 0.00
H -0.62 -3.32 1.03 0.00
H -2.27 -2.77 0.65 0.00
H -1.30 -1.88 1.85 0.00
H 1.32 -1.02 1.00 0.00
H 1.89 -1.74 -0.55 0.01
H -1.73 -2.79 -1.98 0.00
H 0.00 -3.20 -1.82 0.00
H -0.50 -1.78 -2.77 0.00
C -3.79 -0.57 5.25 0.00
N -3.05 0.49 4.56 0.00
C -3.90 1.68 4.33 0.00
C -2.21 0.01 3.41 0.00
C -1.17 1.06 3.08 0.01
C -0.62 1.65 4.26 0.00
C 0.21 2.75 4.24 0.02
C 0.51 3.32 3.03 0.00
C 0.04 2.74 1.87 0.03
C -0.75 1.56 1.76 -0.01
H -4.57 -1.00 4.59 0.00
H -4.27 -0.15 6.16 0.00
H -3.09 -1.35 5.59 0.00
H -3.31 2.52 3.91 0.00
H -4.77 1.43 3.69 0.00
H -4.29 2.06 5.30 0.00
H -1.64 -0.87 3.78 0.00
H -2.82 -0.30 2.55 0.00
H -0.87 1.27 5.24 0.00
H 0.58 3.18 5.15 0.00
H 1.13 4.21 2.99 0.00
H 0.34 3.23 0.95 0.00
```

***

Taking the records one at a time from the top gives E values of -4839.67976 -3696.78692 -648.70651 -5735.95746 -2054.97103 Ha.